Record 1
The following is a DFT calculation (wB97M-V/def2-TZVPD) of a 17-piece molecular cluster, C4H32BO24 overall at a distorted geometry.

The geometry in XYZ format:
```
61
Properties=species:S:1:pos:R:3:forces:R:3
O -11.583501 -9.782844 7.939282 0.3 0.0 0.0
C -12.627538 -9.416153 7.499775 -1.4 0.3 0.6
O -13.537116 -10.149341 6.877534 1.5 -1.5 0.4
B -14.674099 -9.439759 6.363754 0.1 -0.4 0.3
O -14.371150 -8.059474 6.839811 -1.1 0.1 0.5
C -13.331330 -8.027617 7.670889 -0.1 0.0 -1.5
O -13.002078 -7.061254 8.293014 0.2 -0.2 0.4
O -15.951004 -10.151707 6.813030 2.0 1.7 1.1
C -16.613677 -10.499395 5.761396 -3.4 -1.3 0.6
O -17.733215 -10.996574 5.798570 1.7 0.6 -0.6
C -15.859652 -10.082977 4.547453 -0.7 0.2 -4.0
O -14.695733 -9.550856 4.919709 -1.1 0.2 -0.8
O -16.321772 -10.160326 3.394218 1.5 0.2 3.0
O -16.748481 -7.686098 1.710668 -0.3 0.1 0.3
H -16.910001 -8.547689 2.119862 0.0 0.1 0.0
H -17.232901 -7.075259 2.299055 0.3 -0.3 -0.2
O -16.742797 -6.130410 6.091131 -0.5 0.1 0.1
H -16.540350 -5.174526 6.024471 0.5 -0.8 0.2
H -16.003305 -6.650907 6.426745 0.2 0.7 0.0
O -14.299225 -4.412852 8.327848 0.1 -1.1 0.6
H -14.190973 -4.082462 9.235809 -0.1 -0.2 -0.5
H -14.266021 -5.409159 8.405946 0.1 1.5 -0.2
O -21.635234 -11.464887 5.642075 0.8 -1.0 1.1
H -21.021033 -11.398724 6.436414 -1.1 0.6 -1.5
H -21.801291 -10.628760 5.208866 0.4 0.4 0.4
O -17.873908 -9.229012 9.082831 0.8 0.0 -0.4
H -17.770163 -9.249741 10.030383 0.0 0.1 0.6
H -16.938818 -9.216339 8.780908 -0.9 -0.2 -0.1
O -20.259564 -10.961213 8.503221 -0.8 -0.1 0.6
H -19.548460 -10.384749 8.815999 0.3 0.1 -0.3
H -20.957961 -10.902789 9.187870 0.6 -0.1 -0.7
O -12.543264 -6.299416 11.081768 0.2 -0.3 -0.1
H -11.847431 -6.978203 11.105462 -0.3 0.4 -0.1
H -12.750530 -6.217829 10.136527 0.2 -0.2 0.3
O -18.596682 -6.660895 4.158163 -0.2 -0.6 0.4
H -18.362139 -6.880818 5.092356 0.0 0.3 -1.1
H -19.178343 -7.360836 3.811789 0.2 0.3 0.3
O -13.734833 -8.453449 2.140574 -0.1 -0.1 -0.2
H -14.077823 -8.431071 3.034708 0.1 0.0 0.4
H -14.558502 -8.559594 1.648606 0.0 0.2 -0.2
O -19.271754 -11.366285 2.905216 1.2 0.4 0.3
H -18.400599 -11.123733 3.312133 -0.8 -0.2 -0.5
H -19.808637 -11.592989 3.665963 -0.3 -0.2 0.3
O -19.957381 -8.951405 1.482356 -0.6 0.3 0.5
H -19.797093 -9.826726 1.858996 0.2 -0.3 0.1
H -19.391472 -8.874273 0.725835 0.5 0.1 -0.5
O -12.023206 -12.835635 7.234150 -0.6 -1.2 -1.6
H -11.824072 -12.178477 7.862054 0.5 1.4 1.2
H -12.229782 -12.329846 6.432696 0.1 -0.2 0.2
O -14.879601 -9.552194 10.750753 -0.2 -0.5 -0.6
H -14.410310 -10.213076 10.226205 -0.2 -0.1 0.0
H -14.170418 -9.052788 11.136838 0.4 0.7 0.4
O -14.868029 -12.692489 5.856067 0.0 -0.7 -0.7
H -14.511878 -13.590896 5.701173 -0.3 0.8 0.3
H -14.384436 -12.332852 6.596292 0.3 -0.1 0.5
O -18.617179 -13.682341 6.718137 -0.9 0.2 0.9
H -19.261386 -13.458042 7.422124 0.5 -0.4 -0.4
H -18.472771 -12.804235 6.357483 0.5 0.3 -0.4
O -15.128201 -3.547828 5.393282 0.9 -0.3 -0.4
H -14.608055 -4.049137 4.723803 -0.6 0.5 0.7
H -14.477537 -3.319680 6.084250 -0.5 -0.3 -0.2
```
Positions in Å, forces in eV/Å.

Values from the calculation:
Charge: -1
Largest force on an atom, Eh/bohr: 0.0783
Electronic energy, hartree: -2002.61451
LUMO, eV: 1.7
ΔE to the lowest compared entry with this formula, charge and spin, kJ/mol: 85.3

Atomic partial charges in e from the Mulliken method, atoms 1 to 8: number 1, O, carries -0.614; number 2, C, carries 0.176; number 3, O, carries -0.676; number 4, B, carries 2.172; number 5, O, carries -0.638; number 6, C, carries 0.539; number 7, O, carries -0.697; number 8, O, carries -0.549


Record 2
The following is a DFT calculation (wB97M-V/def2-TZVPD) of an isolated ion of composition C4H11N2 and charge +1 at a distorted geometry.

The geometry in XYZ format:
```
17
Properties=species:S:1:pos:R:3:forces:R:3
C -0.881973 -2.179351 0.098474 -0.4 -1.3 0.6
C 0.520137 -1.554952 0.087477 0.1 -0.2 -0.4
C 0.685947 -0.286762 -0.733897 -0.2 -0.3 -0.5
N -0.016221 0.852312 -0.143588 0.3 -0.5 0.0
C 0.510227 1.983097 0.222983 -1.3 -0.2 -0.4
N -0.285102 3.022129 0.434473 0.4 0.6 0.6
H -1.247871 -2.236131 1.126796 -0.1 0.1 -0.1
H -1.723625 -1.827380 -0.494357 0.3 0.9 -0.3
H -0.845290 -3.228687 -0.227420 0.3 0.2 0.1
H 0.816691 -1.379669 1.113742 0.2 0.2 0.2
H 1.241837 -2.289861 -0.292510 -0.2 0.2 -0.1
H 1.726816 0.005592 -0.882556 -0.1 -0.1 0.0
H 0.190434 -0.438499 -1.711871 0.6 0.1 0.2
H -1.009731 0.679853 -0.072121 -0.2 0.5 0.1
H 1.592394 2.046515 0.286676 -0.1 0.2 0.1
H -0.013869 3.806893 1.014099 0.3 -0.1 -0.3
H -1.260801 3.024903 0.173594 0.0 -0.3 0.1
```
Positions in Å, forces in eV/Å.

Values from the calculation:
Charge: +1
Largest force on an atom, Eh/bohr: 0.0292
Electronic energy, hartree: -268.27847
LUMO, eV: -3.7
ΔE to the lowest compared entry with this formula, charge and spin, kJ/mol: 69.4
SMILES: CCCNC=[NH2+]

Atomic partial charges in e from the Mulliken method, atoms 1 to 8: number 1, C, carries -1.142; number 2, C, carries -0.382; number 3, C, carries -0.743; number 4, N, carries -0.168; number 5, C, carries 0.289; number 6, N, carries -0.338; number 7, H, carries 0.311; number 8, H, carries 0.378


Record 3
The following is a DFT calculation (wB97M-V/def2-TZVPD) of C9H7N2O5Zr as an isolated structure at a distorted geometry.

The geometry in XYZ format:
```
24
Properties=species:S:1:pos:R:3:forces:R:3
O -0.676703 -0.241079 -4.552609 1.4 0.8 4.8
C -0.367321 -0.072578 -3.451380 -1.6 -1.2 -6.2
Zr 0.034068 0.163102 -1.218492 -1.6 -0.5 3.7
O 2.979130 -0.476713 -2.823407 -4.9 1.1 2.9
C 2.006426 -0.243846 -2.237404 6.7 -1.4 -3.4
C -2.222686 -0.366216 -1.558189 -2.0 2.1 3.1
O -2.616807 0.074699 -0.467664 2.5 -1.2 -3.3
C -0.618263 -2.040257 -1.548775 -1.1 -6.0 -0.8
O -1.004969 -3.126104 -1.697287 1.7 5.3 0.7
C -0.872177 2.179965 -1.987279 -3.7 5.3 -2.2
O -1.494895 3.070129 -2.382458 3.1 -4.2 1.9
H -2.899437 -0.727708 -2.351136 0.0 -0.2 0.1
C -0.499824 1.652531 1.983090 0.1 0.0 0.0
C 0.380396 0.454132 1.947968 -0.1 0.3 1.7
N 0.756749 -0.292840 0.905902 -0.3 -0.3 -2.0
C 1.585416 -1.317835 1.402945 0.1 0.3 0.4
C 1.703713 -1.144853 2.746128 -0.3 0.1 -0.6
N 0.935783 -0.033464 3.067202 -0.1 -0.1 -1.1
H -1.242409 1.533176 2.787089 0.1 0.1 -0.4
H 0.098415 2.552147 2.192239 -0.2 -0.2 -0.1
H -1.030124 1.784297 1.029373 -0.1 0.1 0.2
H 2.031838 -2.047467 0.742744 0.0 0.0 0.3
H 2.243589 -1.703682 3.483633 0.1 -0.1 0.2
H 0.790083 0.370455 3.987763 0.1 -0.2 0.0
```
Positions in Å, forces in eV/Å.

Values from the calculation:
Charge: +3
Largest force on an atom, Eh/bohr: 0.1483
Electronic energy, hartree: -878.70339
LUMO (alpha / beta), eV: -15.3 / -15.3
ΔE to the lowest compared entry with this formula, charge and spin, kJ/mol: 0.0

Atomic partial charges in e from the Mulliken method, atoms 1 to 8: number 1, O, carries -0.006; number 2, C, carries 0.291; number 3, Zr, carries 0.925; number 4, O, carries 0.023; number 5, C, carries 0.409; number 6, C, carries -0.101; number 7, O, carries -0.185; number 8, C, carries 0.420


Record 4
The following is a DFT calculation (wB97M-V/def2-TZVPD) of an isolated ion of composition ClH2NO2P and charge -1 at a distorted geometry.

The geometry in XYZ format:
```
7
Properties=species:S:1:pos:R:3:forces:R:3
O -1.562557 -1.096244 1.169493 -1.5 -0.2 -0.1
P -0.102910 -0.938367 1.122130 2.1 0.2 -1.4
Cl 0.280339 0.807589 2.372263 0.3 0.5 0.5
N -0.033621 0.120525 -0.491779 -0.5 0.4 0.3
O 0.755791 0.397404 -1.703511 -0.1 -1.3 -0.3
H -0.906276 -0.170894 -0.913626 -0.1 0.1 -0.1
H 1.569235 0.879986 -1.554969 -0.2 0.2 1.1
```
Positions in Å, forces in eV/Å.

Values from the calculation:
Charge: -1
Largest force on an atom, Eh/bohr: 0.0495
Electronic energy, hartree: -1008.01651
LUMO, eV: 4.1
ΔE to the lowest compared entry with this formula, charge and spin, kJ/mol: 420.7
SMILES: [O-]P(Cl)NO

Population analysis type Mulliken, resulting atomic charges in e: number 1, O, carries -0.491; number 2, P, carries 0.152; number 3, Cl, carries -0.400; number 4, N, carries -0.251; number 5, O, carries -0.485; number 6, H, carries 0.193; number 7, H, carries 0.283


Record 5
The following is a DFT calculation (wB97M-V/def2-TZVPD) of a 2-piece molecular cluster, C2H8N2O2 overall at a distorted geometry.

The geometry in XYZ format:
```
14
Properties=species:S:1:pos:R:3:forces:R:3
C 1.902251 -0.421342 -0.253573 0.9 1.6 0.8
C 0.555943 0.268843 -0.185767 0.0 -1.5 -1.6
N -2.609119 0.605622 0.269199 -0.5 0.0 0.2
N -0.114823 -0.228450 1.015454 0.0 1.2 -1.3
O -0.152621 -0.166838 -1.388972 -0.7 -2.0 0.8
O -1.680288 1.176581 0.920380 1.1 0.7 0.8
H 2.556048 -0.127152 0.559313 0.2 0.6 0.3
H 1.722293 -1.407359 0.003959 -0.2 -2.4 -0.2
H 2.467487 -0.273921 -1.171954 -0.4 -0.1 -0.2
H 0.662369 1.319553 -0.444676 -0.3 0.4 1.0
H -2.255918 0.229084 -0.571378 0.2 -0.3 -1.7
H -3.053563 -0.103477 0.805179 -0.9 -0.6 0.7
H 0.262503 0.305895 1.783678 0.2 0.2 0.6
H -0.262563 -1.177038 -1.340842 0.4 2.2 0.0
```
Positions in Å, forces in eV/Å.

Values from the calculation:
Charge: 0
Largest force on an atom, Eh/bohr: 0.0473
Electronic energy, hartree: -340.81580
LUMO (alpha / beta), eV: 0.1 / 0.3
ΔE to the lowest compared entry with this formula, charge and spin, kJ/mol: 563.5

Atomic partial charges in e from the Mulliken method, atoms 1 to 8: number 1, C, carries -1.299; number 2, C, carries 0.408; number 3, N, carries -0.167; number 4, N, carries -0.602; number 5, O, carries -0.620; number 6, O, carries -0.315; number 7, H, carries 0.359; number 8, H, carries 0.468


Record 6
The following is a DFT calculation (wB97M-V/def2-TZVPD) of one molecule with the formula CH2N4O at a distorted geometry.

The geometry in XYZ format:
```
8
Properties=species:S:1:pos:R:3:forces:R:3
H 2.185497 0.543381 -1.120948 -0.2 0.4 0.4
N 1.744476 0.861471 -0.246767 -0.1 -0.5 -0.7
C 0.608120 0.321697 -0.177757 1.1 0.0 -0.5
N -0.093146 -0.546694 -1.048275 -0.4 -0.1 0.0
N -1.175028 -0.891311 -0.466250 1.0 0.5 0.6
N -1.212470 -0.307112 0.705332 -1.4 -0.6 -0.4
O -0.157927 0.506414 0.934865 -0.2 0.1 0.7
H -1.899521 -0.487846 1.419798 0.2 0.2 0.0
```
Positions in Å, forces in eV/Å.

Values from the calculation:
Charge: 0
Largest force on an atom, Eh/bohr: 0.0308
Electronic energy, hartree: -333.46034
LUMO, eV: 0.4
ΔE to the lowest compared entry with this formula, charge and spin, kJ/mol: 229.6
SMILES: [H]/N=c1\nn[nH]o1

Population analysis type Mulliken, resulting atomic charges in e: number 1, H, carries 0.279; number 2, N, carries -0.614; number 3, C, carries 0.534; number 4, N, carries -0.225; number 5, N, carries -0.210; number 6, N, carries 0.244; number 7, O, carries -0.249; number 8, H, carries 0.242